Formula: C5H8NO2
Source: the Open Molecules 2025 dataset
Level of theory: ωB97M-V with the def2-TZVPD basis set

The geometry in XYZ format:
```
16
Properties=species:S:1:pos:R:3:forces:R:3
C 1.485998 -1.024049 -0.249086 -0.017 1.771 0.374
C 2.201597 0.873939 0.196315 0.062 0.179 1.402
C -1.193623 -0.278643 -0.019435 -1.307 -3.036 1.774
C 0.933830 0.379086 -0.407544 0.755 -0.190 -0.429
C -2.664514 -0.156320 0.050302 -0.756 1.898 -0.017
N -0.341766 0.683405 -0.091776 -0.362 1.971 -0.281
O -0.789321 1.956076 0.006438 1.021 -1.277 -0.002
O 2.753375 -0.467688 0.208738 -0.418 -0.560 0.868
H 0.859931 -1.586031 0.433033 0.431 -0.602 1.146
H 1.730783 -1.662732 -1.052181 -0.112 -0.745 -1.500
H 2.775728 1.381297 -0.511482 1.219 1.486 -0.967
H 2.309239 1.418729 1.204037 -0.620 -0.759 -1.021
H -0.834746 -1.324667 0.129861 -0.130 1.163 -0.465
H -2.948860 0.009186 -0.989591 -0.957 -0.681 -0.306
H -3.110702 0.764751 0.500304 0.950 -0.375 0.123
H -3.166949 -0.966342 0.592070 0.242 -0.244 -0.700
```
Positions in Å, forces in eV/Å.

Total charge   -1
Largest force on an atom   0.073 Eh/bohr
E_LUMO   4.1603 eV
Highest occupied orbital energy   -1.824 eV
Electronic energy   -10895.102 eV